This record from the OMol25 dataset describes a structure of composition C12H14N2PSV in a non-equilibrium geometry. The level of theory is ωB97M-V/def2-TZVPD.

Computed properties:
Multiplicity = 3

Each line ends with the Löwdin spin population.
Positions of all 31 atoms, in Å:
C1 1.01670 3.34413 -0.68505  0.04
C2 1.79071 2.71129 0.33039  0.05
C3 2.40169 1.54611 -0.23574  0.06
C4 1.99726 1.46136 -1.61668  0.04
C5 1.12658 2.56596 -1.88296  0.00
V1 0.35165 1.37221 -0.39181  1.83
P1 -2.18427 1.82241 -0.30202  -0.07
H1 0.47231 4.28206 -0.58844  0.01
H2 1.93592 3.08107 1.34110  0.01
H3 3.06797 0.85677 0.27605  0.01
H4 0.76423 2.86421 -2.86276  0.00
H5 2.37044 0.75767 -2.35264  0.01
H6 -2.85224 2.08478 -1.57420  -0.02
H7 -2.63482 2.92288 0.54006  -0.01
H8 -2.99768 0.73558 0.21320  0.00
N1 -1.28764 -0.64557 -2.53497  0.01
C6 -1.00505 -1.30719 -1.39087  0.02
N2 -0.30326 -0.73206 -0.40113  0.01
C7 -0.22660 -1.53730 0.74862  0.00
C8 0.37628 -1.15565 1.95486  0.00
C9 0.51138 -2.14600 2.94103  0.00
C10 0.03135 -3.45212 2.70416  0.00
C11 -0.59834 -3.78147 1.48605  0.00
C12 -0.74385 -2.81315 0.51100  0.00
S1 -1.47548 -2.93692 -1.09720  0.01
H9 -1.77697 -1.19019 -3.24386  0.00
H10 -1.04250 0.34012 -2.69220  0.00
H11 0.73708 -0.12854 2.12855  0.00
H12 0.99438 -1.92457 3.90465  0.00
H13 0.15287 -4.21775 3.48606  0.00
H14 -0.97012 -4.78015 1.28677  0.00

Forces on the atoms, in the same order (eV/Å):
C 0.64 0.75 0.14
C 0.98 0.68 -0.27
C 0.99 0.38 0.06
C 0.68 0.14 0.21
C 0.22 0.98 -1.16
V -3.98 -2.87 0.78
P 0.73 0.17 0.08
H 0.10 -0.36 0.06
H -0.15 -0.14 -0.19
H -0.11 0.22 -0.09
H 0.07 -0.02 0.25
H -0.20 -0.02 0.20
H -0.14 0.01 1.08
H -0.25 -0.71 -0.78
H 0.15 0.81 -0.40
N -0.51 -0.94 -0.45
C 1.72 1.90 1.46
N -1.05 -0.08 -0.74
C 0.15 0.52 -1.46
C 0.01 -0.58 0.39
C -0.27 -0.11 -0.30
C -0.08 0.07 -0.28
C 0.10 -0.28 0.64
C 0.18 -0.08 0.62
S 0.14 -0.29 0.69
H 0.31 0.67 0.17
H 0.07 -0.59 0.45
H -0.16 -0.58 -0.30
H -0.30 -0.03 -0.58
H -0.11 0.41 -0.54
H 0.07 -0.03 0.26

***

This record from the OMol25 dataset describes a cluster of 2 separate species, C5H10O2 in total in a non-equilibrium geometry. The level of theory is ωB97M-V/def2-TZVPD.

Computed properties:
SMILES = CC(=O)O.C=CC
Multiplicity = 1
Energy above the lowest of the compared OMol25 structures with the same formula, charge and spin = 60.3 kcal/mol

Each line ends with the Löwdin charge.
Positions of all 17 atoms, in Å:
C1 0.48244 1.76540 -0.88032  0.02
C2 0.17122 1.23242 0.48412  -0.62
O1 -0.92610 1.08630 0.94493  0.10
O2 1.29471 0.94935 1.21670  0.02
H1 0.52540 0.89574 -1.54230  0.09
H2 -0.32795 2.42338 -1.18539  0.09
H3 1.44661 2.28124 -0.93649  0.09
H4 1.20971 1.87420 1.55665  0.14
C3 0.80787 -1.42554 0.65704  -0.04
C4 -0.51694 -1.33882 0.58598  -0.27
C5 -1.30122 -1.34221 -0.69341  -0.11
H5 1.42914 -1.40272 -0.23704  0.07
H6 1.32246 -1.54581 1.60349  0.07
H7 -1.10372 -1.33375 1.50422  0.11
H8 -2.14027 -0.63753 -0.69910  0.08
H9 -1.70859 -2.35136 -0.81791  0.08
H10 -0.66477 -1.13030 -1.56117  0.07

Forces on the atoms, in the same order (eV/Å):
C -0.16 0.01 -0.23
C -1.17 -0.32 -0.66
O 0.17 0.88 -0.25
O -0.21 2.01 0.57
H -0.01 0.11 -0.09
H 0.01 -0.08 -0.19
H -0.22 -0.17 0.14
H 1.59 -0.51 1.07
C -0.32 -0.90 -0.13
C 0.30 -0.89 -0.06
C 0.01 -0.08 -0.08
H -0.09 -0.08 0.07
H -0.07 0.16 -0.12
H 0.15 -0.06 -0.16
H 0.19 -0.10 0.13
H -0.09 0.13 -0.15
H -0.08 -0.10 0.13

***

This record from the OMol25 dataset describes a structure of composition C22H27Cl3N9S2Zr in a non-equilibrium geometry. The level of theory is ωB97M-V/def2-TZVPD.

Computed properties:
Net charge = +3
Multiplicity = 1
Energy above the lowest of the compared OMol25 structures with the same formula, charge and spin = 16.5 kcal/mol

Each line ends with the Löwdin charge.
Positions of all 64 atoms, in Å:
Zr1 -0.10896 0.32130 0.54897  1.15
Cl1 2.21301 1.43525 1.58824  0.58
C1 1.54634 1.81889 3.17462  -0.80
Cl2 -0.16576 1.38886 3.06997  0.67
H1 1.65990 2.88799 3.37911  0.08
H2 2.02093 1.19967 3.93740  0.07
N1 -3.51812 -1.59079 2.77354  0.10
C2 -2.56947 -0.65347 2.84073  -0.13
N2 -1.88564 -0.63117 1.70169  -0.06
C3 -2.48572 -1.62348 0.96042  -0.31
N3 -3.47091 -2.20449 1.60596  0.18
C4 -2.00090 -2.00250 -0.35008  -0.19
C5 -2.63211 -3.00690 -1.10194  -0.01
N4 -2.16198 -3.38340 -2.26776  0.14
C6 -1.07713 -2.78251 -2.72084  -0.05
C7 -0.44773 -1.76637 -2.00233  -0.11
N5 -0.89755 -1.36716 -0.80454  -0.04
H3 -4.20448 -1.86817 3.46973  0.20
H4 -2.39916 -0.04131 3.70369  0.13
H5 -3.52599 -3.49037 -0.72938  0.14
H6 -0.70334 -3.10711 -3.67952  0.13
H7 0.42794 -1.26560 -2.39624  0.03
S1 1.75699 0.50162 -1.40586  0.63
C8 2.12944 2.03033 -2.14425  -0.72
N6 1.94868 2.17635 -3.44228  0.05
C9 2.31537 3.39198 -4.16068  -0.13
C10 2.19329 4.58112 -3.21752  -0.14
C11 3.01432 4.30906 -1.96427  -0.13
N7 2.60702 3.02276 -1.40594  0.04
H8 1.65855 1.37967 -3.99307  0.15
H9 1.64656 3.50718 -5.01631  0.14
H10 3.33722 3.29245 -4.53831  0.14
H11 1.14329 4.72318 -2.94984  0.13
H12 2.54183 5.48903 -3.70676  0.14
H13 2.84428 5.07697 -1.20869  0.14
H14 4.08319 4.28675 -2.19626  0.14
H15 2.84856 2.83174 -0.44573  0.08
C12 1.03579 -4.33014 3.57521  -0.01
N8 1.91056 -4.08035 2.45662  -0.11
C13 2.85022 -4.94327 1.95814  0.00
C14 3.50409 -4.30714 0.95546  -0.02
N9 2.95233 -3.05698 0.84421  0.10
C15 1.97479 -2.93050 1.76332  -0.69
S2 1.01796 -1.56011 2.08599  0.62
H16 1.34202 -5.24814 4.07373  0.11
H17 0.00067 -4.43491 3.24176  0.10
H18 1.09919 -3.50017 4.28127  0.09
H19 2.98201 -5.93353 2.34954  0.15
H20 4.30813 -4.63938 0.33355  0.14
H21 3.26497 -2.32934 0.21739  0.16
Cl3 -5.85517 -0.04898 -0.62709  0.78
C16 -4.34006 0.73206 -0.42713  -0.65
C17 -4.08338 1.48799 0.72290  -0.07
C18 -2.85769 2.09318 0.90840  -0.04
C19 -1.83205 1.97331 -0.05839  -0.42
C20 -0.46811 2.47275 0.14890  -0.28
C21 -2.13152 1.25081 -1.24493  -0.07
C22 -3.36312 0.64669 -1.42126  -0.08
H22 -4.87322 1.61692 1.44866  0.13
H23 -2.70020 2.71824 1.77888  0.13
H24 -0.38984 3.23413 0.93214  0.07
H25 -0.01864 2.84128 -0.78085  0.06
H26 -1.42272 1.26565 -2.07408  0.13
H27 -3.58875 0.14260 -2.34797  0.13

Forces on the atoms, in the same order (eV/Å):
Zr 0.47 0.20 -0.27
Cl 0.61 0.27 -0.08
C 0.48 0.32 0.43
Cl -0.46 0.09 0.61
H -0.15 -0.31 -0.05
H -0.12 0.07 -0.17
N 0.56 0.61 0.14
C 0.02 0.07 0.09
N -0.39 -0.62 -0.19
C -0.38 0.11 0.87
N -0.07 -0.66 -1.10
C -0.03 -0.51 -0.44
C 0.16 0.58 0.71
N -0.16 -0.35 -0.40
C 0.21 0.38 0.28
C 0.13 -0.19 -0.30
N -0.56 -0.65 -0.21
H 0.12 0.10 -0.08
H -0.03 0.13 0.18
H -0.02 0.00 0.08
H 0.14 0.04 -0.11
H -0.15 -0.11 0.03
S -0.14 -0.77 0.14
C -0.07 0.33 0.40
N -0.03 -0.22 0.00
C 0.16 0.60 -0.28
C 0.06 -0.16 0.05
C 0.05 0.49 -0.28
N 0.04 -0.22 -0.16
H -0.04 -0.01 0.29
H 0.07 -0.11 0.12
H -0.08 0.01 0.00
H 0.03 0.06 -0.01
H 0.01 -0.05 0.01
H 0.02 -0.07 -0.04
H -0.07 0.00 0.05
H -0.16 -0.09 -0.12
C -0.55 -0.06 0.57
N 0.23 0.70 -0.65
C 0.57 -0.16 -0.45
C 0.06 -0.53 0.21
N -0.34 -0.16 0.39
C 0.21 0.13 -0.45
S -0.38 0.23 0.53
H 0.03 0.08 -0.09
H 0.13 0.00 -0.01
H 0.02 -0.13 -0.06
H 0.03 -0.09 0.07
H 0.16 -0.09 -0.14
H -0.13 -0.04 0.12
Cl 0.24 0.10 0.03
C 0.40 0.04 -0.23
C -0.05 0.13 0.02
C -0.08 -0.14 -0.24
C -0.33 0.16 -0.41
C -0.03 0.77 -0.23
C 0.22 0.36 0.43
C -0.54 -0.08 0.10
H -0.06 0.03 0.07
H 0.06 -0.04 0.06
H 0.06 -0.27 -0.16
H -0.02 -0.16 0.26
H -0.03 -0.09 0.20
H -0.07 -0.11 -0.10

***

This record from the OMol25 dataset describes a structure of composition C19H38BBr16F3 in a non-equilibrium geometry. The level of theory is ωB97M-V/def2-TZVPD.

Computed properties:
Multiplicity = 1

Each line ends with the Löwdin charge.
Positions of all 77 atoms, in Å:
B1 -2.08684 1.02249 2.62534  -0.27
C1 -1.13049 -0.08277 3.19076  -0.19
C2 -1.82222 -0.90732 4.32843  -0.07
C3 -1.30051 -0.66791 5.74666  -0.61
F1 -0.24720 0.18191 5.80866  0.11
F2 -0.89639 -1.79916 6.33765  0.13
F3 -2.24127 -0.13546 6.55354  0.10
H1 -1.86191 2.18802 2.70215  -0.13
H2 -3.10162 0.66229 2.10161  0.02
H3 -0.16534 0.31303 3.53660  0.09
H4 -0.91467 -0.79159 2.37119  0.02
H5 -1.71851 -1.98829 4.14472  0.13
H6 -2.90596 -0.69870 4.37947  0.12
Br1 -3.95404 2.51671 5.04723  0.70
C4 -2.49353 2.99628 6.24033  -0.72
C5 -2.88028 2.88936 7.69245  -0.69
Br2 -4.04784 4.35120 8.19820  0.61
H7 -2.20323 4.00768 5.96797  -0.03
H8 -1.68394 2.30672 6.01941  0.03
H9 -1.99116 2.97277 8.31618  0.06
H10 -3.40269 1.96371 7.92024  0.05
Br3 -0.21637 -0.57341 -0.12265  0.75
C6 1.53681 0.27750 -0.14758  -0.63
C7 2.59970 -0.64066 -0.68279  -0.74
Br4 3.08380 -2.03660 0.57875  0.62
H11 1.73314 0.59998 0.87193  0.06
H12 1.42879 1.14474 -0.79732  0.06
H13 3.51456 -0.09189 -0.89265  0.00
H14 2.27750 -1.14477 -1.58822  -0.04
Br5 1.66795 -2.63623 -3.76191  0.67
C8 -0.09810 -3.44767 -3.84377  -0.67
C9 -0.59788 -3.82829 -2.47423  -0.70
Br6 0.29436 -5.40951 -1.78045  0.62
H15 -0.01233 -4.30528 -4.50685  0.04
H16 -0.75314 -2.70003 -4.28729  0.06
H17 -1.64966 -4.09689 -2.52607  -0.02
H18 -0.44102 -3.03447 -1.74687  0.00
Br7 -4.22775 -5.02335 -2.06885  0.64
C10 -4.29624 -6.79343 -2.86148  -0.68
C11 -3.08977 -7.05340 -3.72904  -0.70
Br8 -3.13885 -6.04873 -5.39035  0.61
H19 -5.23122 -6.84749 -3.41398  0.05
H20 -4.31105 -7.50012 -2.03353  0.06
H21 -3.04415 -8.10513 -4.00654  0.06
H22 -2.16750 -6.76723 -3.22532  0.02
Br9 6.47406 -1.63974 -3.43388  0.62
C12 5.27602 -0.80307 -4.71405  -0.74
C13 5.34512 0.70008 -4.65542  -0.71
Br10 4.46132 1.40224 -3.07141  0.66
H23 4.27674 -1.17247 -4.49475  0.01
H24 5.58596 -1.14696 -5.69907  0.01
H25 4.81889 1.12673 -5.50707  0.02
H26 6.36772 1.06790 -4.62756  0.05
Br11 0.07182 4.34124 4.31885  0.69
C14 1.09248 5.71304 5.24053  -0.67
C15 0.71768 5.74093 6.70234  -0.69
Br12 -1.02748 6.54683 6.99286  0.64
H27 0.88250 6.65959 4.74748  0.05
H28 2.14101 5.45158 5.11136  0.06
H29 1.42320 6.33469 7.28093  0.06
H30 0.67004 4.73154 7.10621  0.05
Br13 -3.03110 3.40656 1.77807  0.72
C16 -4.30726 2.09780 1.12937  -0.64
C17 -3.65545 1.08410 0.22416  -0.73
Br14 -3.24447 1.81428 -1.52742  0.62
H31 -5.09560 2.65175 0.62473  0.06
H32 -4.70864 1.60578 2.01435  0.05
H33 -4.32623 0.24466 0.04904  0.08
H34 -2.71185 0.72813 0.63467  -0.04
Br15 7.03545 0.45634 -8.05572  0.64
C18 5.62051 0.80435 -9.34298  -0.68
C19 4.30911 1.10451 -8.66039  -0.69
Br16 3.52187 -0.49081 -7.88048  0.66
H35 5.55666 -0.07723 -9.97648  0.05
H36 5.94716 1.66049 -9.93048  0.06
H37 3.58007 1.49034 -9.37038  0.06
H38 4.43953 1.81692 -7.84824  0.04

Forces on the atoms, in the same order (eV/Å):
B 1.10 -1.19 1.76
C 0.14 -0.62 0.13
C -0.24 -0.14 -0.09
C 0.22 0.30 -0.29
F -0.11 -0.03 -0.05
F 0.03 -0.28 0.05
F -0.17 0.04 0.07
H 1.22 -2.22 0.92
H 0.70 -0.30 1.80
H -0.29 -0.17 -0.12
H -0.03 0.25 0.49
H 0.00 0.42 0.08
H 0.41 -0.09 -0.06
Br -0.07 -0.15 0.20
C 0.02 -0.04 0.06
C 0.00 0.04 -0.10
Br -0.16 0.00 0.14
H -0.05 -0.11 0.06
H 0.00 0.00 -0.04
H -0.04 0.02 -0.02
H 0.05 0.05 -0.03
Br 0.08 -0.02 -0.32
C 0.03 0.11 0.00
C 0.07 -0.13 0.03
Br -0.08 0.01 -0.01
H 0.00 -0.01 -0.04
H -0.02 -0.04 0.01
H -0.05 0.01 0.10
H 0.01 0.04 0.02
Br 0.06 -0.06 -0.12
C -0.02 -0.01 0.03
C 0.03 -0.02 -0.05
Br 0.02 0.00 0.00
H -0.04 0.06 0.03
H 0.03 -0.01 0.03
H -0.02 0.08 -0.01
H -0.04 -0.06 -0.05
Br -0.13 0.04 0.06
C 0.06 -0.01 -0.06
C 0.07 -0.01 0.07
Br 0.02 0.03 0.02
H 0.08 -0.04 0.02
H -0.01 0.05 -0.01
H -0.02 0.05 -0.02
H -0.05 -0.09 -0.02
Br -0.05 0.02 0.02
C 0.04 -0.05 0.00
C -0.01 -0.04 -0.01
Br 0.03 0.12 -0.05
H 0.05 0.03 -0.07
H 0.01 0.02 0.06
H 0.00 -0.02 0.05
H -0.06 -0.03 -0.03
Br 0.11 0.02 -0.27
C -0.09 0.04 0.06
C 0.05 0.01 0.05
Br 0.08 -0.08 -0.01
H 0.03 -0.08 0.01
H -0.04 -0.01 0.04
H 0.00 0.00 -0.08
H 0.03 0.10 0.05
Br -2.29 3.55 -2.32
C -0.25 0.23 -0.10
C -0.05 0.25 -0.93
Br -0.04 0.07 -0.14
H 0.07 -0.05 0.00
H -0.08 0.16 -0.09
H 0.03 -0.05 0.06
H -0.34 0.06 -0.96
Br -0.01 -0.01 -0.02
C -0.03 -0.04 -0.01
C 0.05 0.02 0.06
Br -0.04 0.03 0.01
H 0.00 0.08 0.01
H -0.01 -0.02 0.04
H 0.04 -0.05 -0.01
H -0.05 0.00 -0.09

***

| no. | DFT total energy (eV) |
| --- | --- |
| 1 | -61460.247 |
| 2 | -9440.427 |
| 3 | -97160.372 |
| 4 | -1149826.679 |